(1)
{
  "formula": "C39H30CrN3OP2S3SeTe",
  "method": "wB97M-V/def2-TZVPD",
  "s2": 3.836,
  "e_above_lowest_kcal_mol": 16.6,
  "spin_multiplicity": 4,
  "charge": -2,
  "elements": ["Cr", "S", "P", "C", "P", "S", "C", "C", "C", "C", "C", "C", "C", "C", "C", "C", "C", "C", "C", "C", "C", "C", "C", "C", "C", "C", "C", "C", "C", "C", "H", "H", "H", "H", "H", "H", "H", "H", "H", "H", "H", "H", "H", "H", "H", "H", "H", "H", "H", "H", "O", "C", "C", "C", "C", "C", "C", "C", "N", "C", "C", "N", "H", "H", "H", "H", "H", "H", "H", "Te", "C", "C", "C", "C", "S", "H", "H", "H", "Se", "C", "N"],
  "positions_angstrom": [[1.853, -0.247, -0.662], [2.362, 0.893, 1.574], [0.591, 1.621, 0.920], [-0.237, 0.531, -0.086], [-1.476, -0.439, 0.620], [-1.303, -2.037, 1.811], [-2.743, 0.620, 1.477], [-2.824, 0.631, 2.869], [-3.794, 1.382, 3.518], [-4.708, 2.131, 2.786], [-4.640, 2.127, 1.399], [-3.661, 1.377, 0.752], [-2.498, -0.964, -0.839], [-3.563, -1.849, -0.660], [-4.368, -2.216, -1.729], [-4.109, -1.711, -3.002], [-3.041, -0.849, -3.191], [-2.239, -0.474, -2.112], [0.888, 3.183, -0.020], [1.887, 4.070, 0.361], [2.024, 5.292, -0.286], [1.152, 5.641, -1.308], [0.149, 4.757, -1.690], [0.024, 3.532, -1.049], [-0.228, 2.486, 2.350], [0.259, 2.333, 3.639], [-0.303, 3.040, 4.701], [-1.357, 3.910, 4.474], [-1.857, 4.066, 3.184], [-1.301, 3.356, 2.132], [-2.132, 0.018, 3.432], [-3.835, 1.387, 4.602], [-5.464, 2.720, 3.294], [-5.352, 2.701, 0.818], [-3.614, 1.379, -0.330], [-3.746, -2.248, 0.332], [-5.192, -2.905, -1.575], [-4.733, -1.999, -3.842], [-2.816, -0.471, -4.182], [-1.399, 0.200, -2.242], [2.580, 3.783, 1.142], [2.835, 5.957, -0.014], [1.267, 6.589, -1.822], [-0.520, 5.012, -2.504], [-0.724, 2.810, -1.360], [1.088, 1.655, 3.804], [0.090, 2.912, 5.703], [-1.794, 4.464, 5.298], [-2.687, 4.738, 3.000], [-1.694, 3.476, 1.130], [1.178, -0.963, -2.345], [0.577, -2.068, -2.653], [0.070, -2.219, -3.966], [-0.612, -3.348, -4.355], [-0.837, -4.393, -3.452], [-0.328, -4.272, -2.174], [0.392, -3.147, -1.762], [0.978, -3.096, -0.424], [1.539, -2.064, 0.180], [1.987, -2.496, 1.412], [1.693, -3.804, 1.554], [1.065, -4.171, 0.383], [0.232, -1.393, -4.648], [-0.993, -3.422, -5.369], [-1.396, -5.274, -3.742], [-0.518, -5.075, -1.467], [2.465, -1.822, 2.096], [1.862, -4.492, 2.363], [0.700, -5.079, 0.171], [4.451, -0.954, -1.228], [5.400, -2.701, -0.429], [6.301, -3.462, -1.137], [6.902, -4.517, -0.386], [6.460, -4.560, 0.903], [5.315, -3.311, 1.180], [6.515, -3.263, -2.181], [7.633, -5.206, -0.794], [6.732, -5.250, 1.689], [2.579, 1.412, -2.428], [3.863, 2.634, -1.919], [4.698, 3.403, -1.691]]
}

---

(2)
{
  "formula": "CHNO2S",
  "method": "wB97M-V/def2-TZVPD",
  "e_above_lowest_kcal_mol": 67.3,
  "smiles": "O=[N+]([O-])C=S",
  "elements": ["O", "N", "O", "C", "S", "H"],
  "positions_angstrom": [[0.150, 1.740, 0.181], [-0.396, 0.650, 0.056], [-1.581, 0.491, -0.133], [0.438, -0.584, 0.021], [-0.136, -2.102, -0.008], [1.524, -0.193, -0.117]]
}

---

no.,E (eV)
1,-199597.217
2,-17469.256